a | Density functional theory data (ωB97M-V/def2-TZVPD) for a 4-piece molecular cluster, C4H12N4O8 overall.

Spin multiplicity   2
Charge   +1
LUMO (alpha / beta)   -0.2826 / -0.3987 hartree

CARTESIAN COORDINATES (ANGSTROEM)
1 O 1.299 2.015 2.233
2 O -2.808 -3.949 2.743
3 C -1.644 -2.214 1.742
4 H -0.757 -2.744 2.088
5 H -3.800 -1.278 -0.669
6 H 0.696 1.684 -0.786
7 N -3.734 0.770 -1.034
8 H -0.308 2.411 0.581
9 H 4.024 0.796 -1.527
10 O 6.092 2.170 -0.650
11 C 4.930 0.782 -2.132
12 O -3.738 -3.075 0.991
13 H 5.119 -0.233 -2.481
14 H 4.952 1.459 -2.986
15 C -4.427 -0.402 -0.499
16 O -3.578 0.894 -2.226
17 O -3.106 1.428 -0.221
18 H -5.476 -0.380 -0.792
19 N 6.055 1.079 -1.218
20 H -1.576 -1.834 0.722
21 H -4.444 -0.306 0.586
22 O 2.549 1.452 0.533
23 O 6.864 0.130 -1.009
24 N -2.848 -3.130 1.830
25 H -0.291 0.657 0.408
26 N 1.454 1.691 1.058
27 H -1.774 -1.442 2.500
28 C 0.276 1.568 0.213

---

b | Density functional theory data (ωB97M-V/def2-TZVPD) for a 4-piece molecular cluster, C4H12N4O8 overall.

Spin multiplicity   2
Charge   +1
LUMO (alpha / beta)   -0.2848 / -0.4136 hartree

CARTESIAN COORDINATES (ANGSTROEM)
1 O -4.800 0.798 1.588
2 H 5.269 2.255 -2.700
3 H 4.785 0.584 -2.062
4 O 2.727 0.454 -3.280
5 H -5.049 -2.145 0.198
6 H -0.002 -1.356 -2.577
7 H 2.159 -0.178 3.184
8 H -3.556 -1.208 -0.093
9 O -1.365 -2.056 -0.845
10 O -0.038 1.577 4.445
11 C 1.086 -0.222 3.367
12 O -5.429 -1.039 2.392
13 O 3.297 2.371 -4.143
14 O -0.716 -0.261 0.275
15 C -4.616 -1.145 0.153
16 H 0.685 -1.143 3.792
17 C 4.948 1.237 -2.920
18 N -0.786 -0.989 -0.687
19 N -4.920 -0.418 1.471
20 N 3.550 1.395 -3.454
21 H 5.563 0.716 -3.654
22 H 0.555 0.158 -1.743
23 H -1.071 0.019 -2.527
24 C -0.287 -0.496 -1.971
25 N 0.899 0.770 4.478
26 H 0.360 0.185 2.663
27 O 1.745 0.729 5.355
28 H -4.994 -0.592 -0.706

---

Going by the energies, a is most stable and the next is 0.146 eV up.

---

a | Density functional theory data (ωB97M-V/def2-TZVPD) for C5H7NS in the gas phase.

Spin multiplicity   1
SMILES   S=C1[C@@H]2CN[C@H]1C2
Charge   0
LUMO   0.0076 hartree

CARTESIAN COORDINATES (ANGSTROEM)
1 H -0.133 0.733 -1.979
2 C -0.928 1.413 0.044
3 C -0.473 0.378 -1.000
4 H -2.018 1.589 0.055
5 H -0.350 0.456 2.118
6 H -1.208 -1.876 0.984
7 C 0.587 0.016 0.029
8 N -1.421 -0.723 -0.852
9 C -0.551 0.282 1.082
10 H -0.353 2.333 0.033
11 S 2.174 -0.194 0.028
12 H -0.952 -1.564 -1.241
13 H -2.541 -0.758 0.937
14 C -1.514 -0.879 0.614

---

b | Density functional theory data (ωB97M-V/def2-TZVPD) for C5H7NS as an isolated structure.

Spin multiplicity   1
Charge   0
LUMO   0.0305 hartree

CARTESIAN COORDINATES (ANGSTROEM)
1 N -1.117 -1.185 0.158
2 H 0.882 1.755 -0.192
3 C -0.303 2.119 1.407
4 H -1.992 -0.733 0.207
5 H -0.761 -0.241 -1.718
6 C 0.054 -0.507 0.759
7 C 1.006 -0.691 -0.461
8 C -0.233 0.924 1.165
9 H 0.501 -0.969 1.641
10 C -0.385 -1.051 -1.158
11 H 1.657 -1.479 -0.306
12 H -0.299 3.276 1.187
13 H -0.633 -2.069 -1.681
14 S 1.623 0.852 -1.008

---

c | Density functional theory data (ωB97M-V/def2-TZVPD) for C5H7NS as an isolated structure.

Spin multiplicity   1
Charge   0
LUMO   0.0348 hartree

CARTESIAN COORDINATES (ANGSTROEM)
1 C 0.876 -0.160 0.746
2 C -0.626 -0.116 1.080
3 H 1.564 0.426 -1.286
4 H -0.611 1.888 -0.078
5 H -2.213 1.085 0.011
6 C -0.646 -0.154 -1.022
7 H -1.018 -0.054 2.074
8 H 1.591 0.503 1.251
9 N 1.410 -1.287 0.018
10 C 0.867 -0.178 -0.714
11 H 2.412 -1.304 -0.060
12 C -1.136 0.909 -0.004
13 H -1.106 -0.099 -2.043
14 S -1.365 -1.459 0.026

---

Going by the energies, a is most stable and the next is 0.544 eV up.

---

a | Density functional theory data (ωB97M-V/def2-TZVPD) for C5H7NS in the gas phase.

Spin multiplicity   1
Charge   0
LUMO   -0.0251 hartree

CARTESIAN COORDINATES (ANGSTROEM)
1 S -1.514 0.057 -1.120
2 H 0.622 1.204 -2.354
3 H 0.084 1.805 0.637
4 H -2.582 -1.708 0.493
5 H -1.016 -2.872 0.816
6 C 0.701 1.170 -1.277
7 H 1.742 2.696 -0.057
8 C 1.377 0.405 -0.260
9 H -1.386 -1.442 1.929
10 C 0.991 1.820 -0.003
11 N 0.600 -0.601 0.414
12 C -1.445 -1.824 0.903
13 H 2.444 0.096 -0.249
14 C -0.619 -0.807 0.128

---

b | Density functional theory data (ωB97M-V/def2-TZVPD) for C5H7NS in the gas phase.

Spin multiplicity   1
Charge   0
LUMO (alpha / beta)   -0.0317 / -0.0068 hartree

CARTESIAN COORDINATES (ANGSTROEM)
1 H -1.002 1.054 3.124
2 H 1.916 -0.042 -2.484
3 H -1.930 1.414 0.828
4 H 1.258 -1.819 -2.601
5 C 1.004 0.362 2.860
6 C -0.265 0.898 2.260
7 H 0.064 -0.251 -2.714
8 C 1.042 -0.717 -2.291
9 H -0.655 0.569 -1.237
10 N 1.912 -0.413 2.491
11 C -0.272 0.479 -0.161
12 S 1.013 -0.641 -0.447
13 C -0.862 0.893 1.000
14 H 1.143 0.803 3.915

---

c | Density functional theory data (ωB97M-V/def2-TZVPD) for C5H7NS in the gas phase.

Spin multiplicity   1
SMILES   S=CN1CC=CC1
Charge   0
LUMO   0.0303 hartree

CARTESIAN COORDINATES (ANGSTROEM)
1 C 0.923 0.786 -1.161
2 H -1.708 1.121 0.398
3 C -0.435 -1.278 1.520
4 H -0.797 1.688 -2.030
5 C 1.181 -0.140 0.005
6 H 1.707 1.188 -1.797
7 H -1.522 -1.302 1.745
8 S 0.684 -2.020 2.423
9 H 1.859 0.332 0.745
10 C -1.156 0.346 -0.181
11 H -1.948 -0.307 -0.573
12 N -0.156 -0.423 0.502
13 H 1.744 -1.039 -0.341
14 C -0.376 1.049 -1.255

---

Going by the energies, c is most stable and the next is 2.870 eV up.